{"formula": "C60H150N10O20", "method": "ωB97M-V/def2-TZVPD", "species": ["C", "O", "C", "C", "N", "C", "C", "O", "C", "H", "H", "H", "H", "H", "H", "H", "H", "H", "H", "H", "H", "H", "H", "H", "C", "O", "C", "C", "N", "C", "C", "O", "C", "H", "H", "H", "H", "H", "H", "H", "H", "H", "H", "H", "H", "H", "H", "H", "C", "O", "C", "C", "N", "C", "C", "O", "C", "H", "H", "H", "H", "H", "H", "H", "H", "H", "H", "H", "H", "H", "H", "H", "C", "O", "C", "C", "N", "C", "C", "O", "C", "H", "H", "H", "H", "H", "H", "H", "H", "H", "H", "H", "H", "H", "H", "H", "C", "O", "C", "C", "N", "C", "C", "O", "C", "H", "H", "H", "H", "H", "H", "H", "H", "H", "H", "H", "H", "H", "H", "H", "C", "O", "C", "C", "N", "C", "C", "O", "C", "H", "H", "H", "H", "H", "H", "H", "H", "H", "H", "H", "H", "H", "H", "H", "C", "O", "C", "C", "N", "C", "C", "O", "C", "H", "H", "H", "H", "H", "H", "H", "H", "H", "H", "H", "H", "H", "H", "H", "C", "O", "C", "C", "N", "C", "C", "O", "C", "H", "H", "H", "H", "H", "H", "H", "H", "H", "H", "H", "H", "H", "H", "H", "C", "O", "C", "C", "N", "C", "C", "O", "C", "H", "H", "H", "H", "H", "H", "H", "H", "H", "H", "H", "H", "H", "H", "H", "C", "O", "C", "C", "N", "C", "C", "O", "C", "H", "H", "H", "H", "H", "H", "H", "H", "H", "H", "H", "H", "H", "H", "H"], "positions_angstrom": [[0.969, -2.557, 7.589], [1.801, -3.314, 6.659], [1.224, -4.565, 6.284], [2.281, -5.358, 5.559], [1.762, -6.726, 5.462], [2.653, -7.693, 4.786], [1.948, -9.041, 4.552], [2.810, -10.096, 3.919], [3.417, -9.905, 2.623], [1.480, -1.630, 7.849], [0.728, -3.104, 8.501], [-0.026, -2.392, 7.177], [0.340, -4.279, 5.715], [0.858, -5.193, 7.097], [3.217, -5.210, 6.097], [2.277, -4.819, 4.612], [0.905, -6.643, 4.935], [3.534, -7.901, 5.393], [2.989, -7.313, 3.821], [1.205, -8.870, 3.773], [1.513, -9.410, 5.481], [3.856, -10.866, 2.354], [4.305, -9.286, 2.741], [2.650, -9.575, 1.922], [-3.881, -4.013, 3.943], [-3.296, -4.488, 5.181], [-3.856, -3.783, 6.313], [-5.136, -4.487, 6.822], [-4.805, -5.815, 7.368], [-5.870, -6.345, 8.223], [-5.606, -7.796, 8.400], [-5.766, -8.432, 7.154], [-5.153, -9.782, 7.265], [-4.956, -3.849, 3.868], [-3.692, -4.784, 3.195], [-3.513, -2.993, 3.838], [-4.095, -2.759, 6.027], [-3.084, -3.745, 7.081], [-5.880, -4.639, 6.040], [-5.642, -3.933, 7.613], [-4.636, -6.489, 6.635], [-6.835, -6.114, 7.771], [-6.019, -5.951, 9.229], [-6.279, -8.119, 9.194], [-4.578, -8.003, 8.700], [-4.082, -9.674, 7.098], [-5.473, -10.577, 6.591], [-5.214, -10.120, 8.299], [1.713, 3.026, -5.744], [2.964, 3.077, -6.307], [3.086, 3.740, -7.597], [3.373, 5.258, -7.440], [3.629, 5.979, -8.735], [2.389, 6.132, -9.459], [2.680, 7.077, -10.622], [3.255, 8.280, -10.017], [2.686, 9.370, -10.665], [1.256, 4.016, -5.724], [1.640, 2.538, -4.772], [0.998, 2.454, -6.335], [2.146, 3.522, -8.104], [3.865, 3.283, -8.208], [4.256, 5.375, -6.813], [2.532, 5.778, -6.981], [3.924, 6.942, -8.652], [1.523, 6.567, -8.960], [1.984, 5.210, -9.877], [1.833, 7.223, -11.293], [3.481, 6.554, -11.145], [2.794, 9.400, -11.749], [2.910, 10.401, -10.392], [1.608, 9.393, -10.505], [-4.715, 2.656, -2.879], [-4.887, 1.337, -3.457], [-6.103, 1.237, -4.247], [-7.300, 0.392, -3.472], [-7.135, -0.993, -3.632], [-8.134, -1.907, -2.939], [-7.956, -1.776, -1.381], [-6.759, -2.279, -0.708], [-6.731, -1.922, 0.696], [-5.540, 2.973, -2.241], [-4.644, 3.373, -3.697], [-3.798, 2.663, -2.291], [-5.796, 0.814, -5.203], [-6.411, 2.239, -4.544], [-8.267, 0.600, -3.929], [-7.366, 0.727, -2.437], [-6.237, -1.052, -3.175], [-8.064, -2.973, -3.155], [-9.203, -1.707, -3.015], [-8.770, -2.324, -0.906], [-8.142, -0.721, -1.181], [-7.731, -2.081, 1.101], [-6.492, -0.873, 0.872], [-5.932, -2.425, 1.240], [3.510, -1.355, -3.962], [4.340, -1.139, -5.123], [3.906, -0.063, -5.870], [4.987, 0.211, -6.947], [4.963, -0.693, -8.112], [5.708, -0.073, -9.240], [5.192, -0.544, -10.627], [3.775, -0.455, -10.655], [3.184, -1.395, -11.614], [2.594, -1.941, -4.038], [3.355, -0.404, -3.452], [4.101, -1.818, -3.172], [3.708, 0.824, -5.268], [2.978, -0.354, -6.363], [5.936, 0.210, -6.411], [4.794, 1.264, -7.152], [3.986, -0.689, -8.371], [6.782, -0.247, -9.174], [5.568, 1.005, -9.170], [5.475, -1.594, -10.694], [5.735, -0.079, -11.450], [2.957, -2.267, -11.001], [3.863, -1.628, -12.434], [2.254, -0.915, -11.916], [4.160, 0.866, 7.383], [4.140, 0.147, 6.135], [2.917, -0.111, 5.553], [3.174, -1.358, 4.684], [3.683, -1.053, 3.314], [4.149, -2.289, 2.624], [3.327, -2.386, 1.280], [3.647, -3.526, 0.446], [3.045, -3.647, -0.843], [3.323, 1.561, 7.302], [5.053, 1.481, 7.491], [4.036, 0.298, 8.305], [2.690, 0.707, 4.870], [2.059, -0.311, 6.195], [2.233, -1.863, 4.463], [3.821, -2.046, 5.227], [4.388, -0.331, 3.273], [4.198, -3.194, 3.229], [5.209, -2.138, 2.419], [3.575, -1.513, 0.677], [2.237, -2.397, 1.325], [3.574, -4.434, -1.381], [3.029, -2.683, -1.351], [1.980, -3.865, -0.771], [0.258, 0.181, -2.449], [-0.820, -0.702, -2.175], [-1.718, -0.216, -1.231], [-1.182, 0.379, 0.094], [-0.489, -0.594, 0.875], [-0.073, 0.010, 2.138], [-1.018, -0.498, 3.172], [-0.805, -0.109, 4.449], [-1.775, -0.563, 5.388], [0.878, 0.288, -1.559], [-0.001, 1.128, -2.923], [0.859, -0.348, -3.189], [-2.384, -1.046, -0.996], [-2.275, 0.692, -1.464], [-2.034, 0.786, 0.640], [-0.598, 1.287, -0.056], [0.323, -0.955, 0.394], [-0.113, 1.091, 2.008], [0.966, -0.294, 2.267], [-1.105, -1.585, 3.179], [-2.000, -0.077, 2.958], [-2.577, 0.169, 5.489], [-1.159, -0.688, 6.278], [-2.223, -1.524, 5.135], [-0.799, 5.191, 1.518], [0.239, 5.209, 0.630], [0.933, 3.990, 0.583], [1.958, 3.991, -0.510], [2.646, 2.735, -0.497], [3.425, 2.238, 0.677], [4.884, 2.700, 0.400], [5.667, 2.419, 1.529], [5.332, 3.233, 2.629], [-1.219, 6.194, 1.595], [-0.370, 4.894, 2.475], [-1.619, 4.530, 1.237], [0.221, 3.167, 0.527], [1.224, 3.855, 1.625], [2.695, 4.746, -0.235], [1.617, 4.295, -1.500], [3.001, 2.618, -1.435], [3.106, 1.196, 0.699], [2.935, 2.667, 1.551], [4.930, 3.765, 0.169], [5.261, 2.252, -0.520], [6.211, 3.355, 3.262], [4.661, 2.577, 3.183], [4.851, 4.178, 2.376], [-0.733, 3.181, 6.204], [-0.918, 3.049, 7.583], [0.140, 2.441, 8.266], [-0.162, 2.849, 9.724], [0.678, 2.303, 10.755], [2.117, 2.549, 10.677], [2.736, 2.008, 12.027], [2.570, 0.628, 12.383], [3.356, -0.177, 11.584], [-0.251, 2.360, 5.674], [-0.100, 4.065, 6.128], [-1.739, 3.243, 5.787], [1.039, 2.875, 7.828], [0.191, 1.353, 8.214], [-1.212, 2.657, 9.947], [0.021, 3.924, 9.725], [0.339, 2.422, 11.699], [2.252, 3.631, 10.705], [2.623, 2.064, 9.843], [2.289, 2.560, 12.854], [3.788, 2.259, 12.160], [3.245, -1.227, 11.856], [4.377, 0.044, 11.895], [3.267, -0.058, 10.504], [-1.634, 2.030, -4.848], [-2.584, 2.849, -5.528], [-3.139, 2.225, -6.709], [-4.483, 2.937, -7.105], [-4.063, 4.279, -7.648], [-3.721, 4.150, -9.062], [-4.952, 4.044, -10.016], [-4.286, 4.153, -11.263], [-4.958, 4.590, -12.378], [-0.884, 2.561, -4.262], [-1.076, 1.410, -5.550], [-2.132, 1.317, -4.190], [-3.273, 1.145, -6.659], [-2.402, 2.277, -7.510], [-5.007, 3.244, -6.200], [-5.195, 2.423, -7.751], [-3.213, 4.463, -7.136], [-3.032, 3.335, -9.282], [-3.244, 5.111, -9.252], [-5.697, 4.804, -9.780], [-5.344, 3.061, -9.756], [-5.000, 3.743, -13.064], [-4.362, 5.301, -12.949], [-6.011, 4.820, -12.216]], "forces_ev_per_angstrom": [[0.21, -1.03, -0.70], [-0.53, 0.42, 1.64], [-0.31, 0.95, 0.90], [-1.37, 0.59, -0.46], [1.00, -0.50, -0.08], [-0.18, -0.29, 0.10], [1.21, -0.03, -2.28], [-0.38, 0.44, 1.43], [-0.29, 0.03, 1.76], [-0.07, -0.12, -0.22], [0.55, -0.34, 0.24], [0.03, 0.43, -0.50], [-0.17, -0.55, -0.64], [0.10, 0.30, 0.68], [0.04, -0.53, -0.12], [1.00, -0.36, -0.64], [-0.23, -0.24, -0.12], [0.06, 0.30, 0.19], [0.20, 0.08, -0.22], [-0.69, 0.06, 0.32], [0.22, -0.38, -0.28], [-0.56, -0.22, -0.12], [-0.29, 0.73, -0.42], [0.38, 0.22, -0.34], [0.32, -0.03, 0.78], [-1.40, 0.47, 0.11], [-0.59, -0.63, -0.48], [0.87, -0.91, 0.09], [-0.06, 1.01, 1.20], [0.48, 0.32, -0.81], [-0.25, -0.03, -0.11], [0.00, -2.75, -0.21], [0.55, 1.30, 0.39], [-0.50, -0.48, 0.94], [0.66, 0.58, -0.22], [0.56, -0.15, -1.00], [-0.02, 0.21, -0.10], [-0.12, -0.22, 0.09], [-0.05, 0.47, -0.47], [0.27, 0.30, 0.05], [-0.05, 0.11, -0.15], [-0.52, -0.61, -0.30], [0.96, 0.71, 0.13], [-0.24, -0.81, -0.09], [0.17, 0.51, 0.49], [0.19, 0.17, -0.17], [-0.76, 0.65, -0.17], [-0.45, -0.18, -0.01], [-1.96, 0.43, -0.62], [2.30, 0.07, -0.77], [-0.87, 0.25, 0.69], [0.31, 0.66, -0.68], [-1.06, -1.47, 0.41], [-0.72, 0.48, -1.56], [1.35, -1.03, 1.12], [-0.58, -0.16, -1.09], [-1.61, 1.46, -0.73], [-0.05, 0.28, 0.55], [0.83, 0.28, 0.19], [-0.01, -0.37, -0.55], [-0.14, 0.36, -0.33], [0.23, -0.18, 0.43], [-0.05, -0.08, 0.07], [-0.16, -0.27, 0.54], [0.56, -0.11, 0.94], [0.03, 0.17, 1.00], [0.35, -0.35, -0.02], [-0.01, 0.46, 0.27], [0.14, 0.39, -0.56], [0.39, -0.54, -0.26], [1.19, -0.37, 0.92], [-0.44, -0.37, 0.01], [-0.11, -0.67, -0.61], [-1.02, 0.57, 0.14], [-0.25, -0.60, 1.32], [-0.21, 2.64, -1.80], [0.03, -2.30, 0.07], [2.14, 0.50, 2.53], [-0.24, -0.52, 0.58], [-0.17, 0.76, -0.57], [-0.35, 0.49, -0.98], [-0.21, -0.30, 0.14], [0.22, 0.17, 0.00], [-0.03, -0.12, -0.13], [-0.29, -0.79, 0.16], [-0.48, 0.17, 0.48], [-0.08, 0.79, -0.18], [0.31, 0.34, 0.22], [0.38, -1.65, 0.10], [0.68, 0.17, -0.73], [0.14, 0.81, -0.77], [-0.44, -0.04, 0.00], [0.36, 0.18, 0.46], [0.06, -0.34, 0.42], [-0.13, 0.40, -0.45], [-0.28, -0.66, -0.40], [1.57, 0.50, 0.71], [-0.68, -1.37, 2.15], [0.54, -0.41, -1.74], [-0.66, 0.33, 1.26], [0.40, 0.88, 0.15], [-1.02, 0.26, -0.34], [0.27, -1.10, 1.70], [0.41, -0.01, -1.33], [0.16, 1.04, 1.82], [-0.11, 0.19, -0.74], [-0.72, 0.44, -0.38], [0.39, -0.66, -0.45], [0.22, 0.17, 0.08], [-0.48, 0.26, -0.27], [0.24, -0.33, -0.21], [0.11, 0.30, -0.85], [-0.18, -0.27, -0.45], [0.00, -0.26, 0.09], [0.06, 0.39, -0.18], [-0.05, -0.42, -0.03], [-0.34, 0.63, -0.12], [-0.05, -0.41, -0.47], [-0.16, 0.10, -0.05], [0.13, -0.23, -0.36], [-1.00, 0.67, -1.24], [2.01, 0.39, 2.43], [-0.14, -1.12, -1.91], [-0.65, 0.51, -1.20], [-0.21, -1.02, 0.58], [-0.28, 1.07, -1.16], [0.42, -0.78, -1.25], [0.81, -0.51, 0.56], [-0.35, 0.91, 1.27], [-0.14, 0.32, 0.46], [0.21, -0.30, -0.36], [-0.03, -0.65, -0.24], [-0.53, 0.28, 0.00], [0.21, 0.17, 0.45], [-0.14, -0.14, 0.43], [0.05, 0.01, 0.14], [0.19, -0.15, 0.34], [-0.87, 0.00, 0.17], [0.05, -0.04, -0.67], [0.13, 0.47, 0.15], [-0.21, 0.20, 1.06], [-0.05, 0.27, -0.02], [0.59, 0.11, -0.38], [-0.21, -0.51, 0.20], [0.43, -1.22, -0.37], [0.40, 0.68, -0.30], [-0.59, 1.15, 2.01], [0.04, -0.94, -1.03], [0.14, -0.09, 0.53], [0.90, -0.65, -0.65], [-1.81, -0.35, -0.57], [1.30, 0.80, 2.59], [1.06, 0.32, -0.30], [0.05, 0.55, 0.03], [-0.37, 0.21, 0.47], [0.10, -0.02, -0.03], [-0.13, 0.18, -0.06], [-0.57, -0.17, -1.64], [-0.40, -0.45, 0.12], [0.45, 0.17, -0.51], [-0.08, 0.05, -0.25], [0.13, 0.25, 0.54], [0.12, 0.14, 0.74], [0.15, -0.31, -0.66], [-0.55, -0.32, -0.95], [-0.03, 0.09, 0.22], [-0.66, 0.13, 0.44], [0.15, -0.19, -0.27], [-0.49, 0.35, 0.84], [0.64, 0.75, -2.04], [-1.86, 0.28, 0.69], [1.38, 0.57, 1.93], [-1.09, -0.91, -1.14], [-1.16, 1.53, -2.79], [-1.17, -0.79, 1.09], [1.55, 0.30, -0.93], [-0.20, -1.41, 0.61], [0.12, 0.06, 0.06], [-0.48, -0.12, 0.63], [-0.03, -0.39, -0.06], [-0.25, -0.28, -0.85], [1.40, -0.22, 0.10], [0.02, 0.88, 0.04], [-0.49, -0.47, 0.13], [0.71, -0.74, 0.45], [1.32, -0.42, 0.31], [0.55, 0.26, 0.09], [-0.46, 0.35, 0.22], [0.25, -0.63, 0.34], [0.10, 0.30, -0.23], [-0.50, 0.64, 0.66], [0.12, 0.05, -0.10], [-0.01, 0.30, -0.10], [-0.84, -1.33, 0.41], [-0.47, 0.44, 1.00], [1.19, 0.98, -0.04], [0.69, -1.82, -0.41], [-0.63, -0.86, 2.23], [-0.29, 0.28, 0.41], [-1.34, 1.29, -0.62], [1.49, -0.79, 0.44], [0.17, -0.43, 0.37], [-0.19, 0.33, -0.97], [0.21, 0.60, -0.27], [0.64, -0.10, 0.49], [-0.19, -0.30, -0.46], [0.10, -0.09, -0.14], [-0.57, 0.64, -0.16], [-0.10, 0.09, -0.24], [0.76, 0.29, -0.38], [-0.33, 0.22, -0.28], [-0.46, 0.00, -0.02], [0.41, 0.01, -0.64], [-0.55, 0.03, -0.09], [0.66, 0.00, -0.53], [-0.32, 0.12, -0.03], [-0.27, -0.84, -0.40], [-0.20, -0.35, -0.42], [-0.83, -0.49, -0.05], [1.92, 1.75, 1.19], [-1.04, -1.59, -0.63], [-0.65, 1.70, 0.52], [2.26, -0.13, 1.40], [0.00, -0.09, 1.08], [-0.56, -1.28, -1.45], [-0.44, 0.71, -0.17], [0.15, 0.01, -0.32], [-0.27, 0.05, 0.19], [-0.20, -0.22, 0.97], [0.07, 0.53, -0.31], [-0.10, -0.72, 0.26], [0.48, -0.19, -0.07], [0.10, 0.46, 0.07], [0.08, -0.16, -0.18], [0.29, -0.17, -0.63], [0.06, 0.24, -0.37], [-0.59, -0.27, -0.94], [-0.19, -0.32, -0.36], [-0.29, 0.67, 0.45], [0.12, 0.74, 0.18]], "mulliken_charge": [-0.5379, -0.1753, -0.8212, -0.4491, -0.2300, -0.4352, -0.5714, -0.3882, -0.6429, 0.1225, 0.4792, 0.0487, 0.3320, 0.4245, 0.4130, 0.2055, 0.2611, 0.2723, 0.2879, 0.3573, 0.3237, 0.2237, 0.2525, 0.3007, -0.6979, -0.1892, -0.2090, -1.0152, -0.2907, -0.6810, -0.5311, -0.3401, -0.7983, 0.2303, 0.3218, 0.1083, 0.3312, 0.2370, 0.3538, 0.4393, 0.2679, 0.3583, 0.3606, 0.3764, 0.3856, 0.3204, 0.2660, 0.3237, -0.8656, -0.1769, -0.4334, -0.7093, -0.3509, -0.5259, -0.7701, -0.3289, -0.9025, 0.3535, 0.1672, 0.3613, 0.3065, 0.3182, 0.3415, 0.3764, 0.3237, 0.3200, 0.3674, 0.4697, 0.3152, 0.3326, 0.2800, 0.3571, -1.1042, -0.0275, -0.7144, -0.5053, -0.3560, -0.7260, -0.7045, -0.2014, -0.9138, 0.4106, 0.2542, 0.2043, 0.2758, 0.4972, 0.4213, 0.2031, 0.2819, 0.3295, 0.3678, 0.5377, 0.4023, 0.3623, 0.3885, 0.0694, -0.6811, -0.4315, -0.2768, -0.2115, -0.3735, -0.4274, -0.6281, -0.2733, -0.8002, 0.3268, 0.2278, 0.3255, 0.1962, 0.2589, 0.3468, -0.1115, 0.2880, 0.3093, 0.2323, 0.4092, 0.3947, 0.3183, 0.3132, 0.2351, -0.5761, -0.3117, -0.0650, -0.8806, 0.1369, -0.8670, 0.1322, -0.4287, -0.3407, 0.0956, 0.3321, 0.1327, 0.2891, -0.0482, 0.4373, 0.3606, 0.1458, 0.2946, 0.3700, 0.0510, 0.1674, 0.3051, -0.1651, 0.3538, 0.3824, -0.4417, 0.2070, -1.1655, -0.1810, 1.4307, -0.8204, -0.0434, -0.4993, 0.0549, -0.3430, 0.0406, 0.3849, -0.1199, 0.7098, -0.1946, 0.1763, -0.1786, -0.2827, 0.1541, 0.2629, 0.4109, -0.0868, -0.1914, -0.9737, -0.2294, 0.3709, -0.8007, 0.2400, 0.0084, -0.7090, -0.3657, -0.5862, 0.3515, 0.1406, 0.2868, -0.2402, 0.3313, 0.1809, 0.3463, 0.1298, -0.0023, 0.1377, 0.4067, 0.3182, 0.2957, -0.0078, 0.3326, -0.7654, -0.2673, 0.1091, -1.0563, -0.1253, 0.0589, -0.9907, -0.3206, -0.5193, 0.1335, 0.4731, 0.2663, 0.2364, 0.0094, 0.3851, 0.3206, 0.2310, 0.3879, -0.1443, 0.3896, 0.4576, 0.3057, 0.3343, 0.0038, -1.0303, -0.2451, -0.8314, -0.0994, -0.4437, -0.4838, -0.5105, -0.2184, -0.7649, 0.2775, 0.3996, 0.3602, 0.4854, 0.4601, -0.0665, 0.3206, 0.3047, 0.1070, 0.4533, 0.3897, 0.2292, 0.2571, 0.2368, 0.3213], "lumo_energy_ev": [1.83, 1.88], "homo_lumo_gap_ev": [1.2, 8.4], "spin_multiplicity": 2, "relative_energy_ev": 3.491, "charge": -1, "total_energy_ha": -4427.565121, "homo_energy_ev": [0.644, -6.493], "largest_force_ev_per_a": 3.4, "s2": 0.750}